[1]
{
  "formula": "C12H10",
  "method": "the ωB97M-V functional and the def2-TZVPD basis",
  "species": ["C", "C", "C", "C", "C", "C", "C", "C", "C", "C", "C", "C", "H", "H", "H", "H", "H", "H", "H", "H", "H", "H"],
  "coordinates": [[-1.85117, 2.23673, 1.18091], [-1.66186, 3.18436, 0.12784], [-1.43451, 0.90833, 1.13017], [-0.97941, 2.78274, -1.01750], [1.67973, 0.15469, -1.91239], [1.93751, -1.12235, -1.18950], [-0.16790, -0.62485, -0.78012], [-0.76739, 0.58521, -0.00267], [-0.53973, 1.50263, -1.08057], [0.35914, 0.57403, -1.77247], [0.96656, -1.55265, -0.33003], [0.78530, -2.62409, 0.74355], [-2.53614, 2.45463, 2.10872], [-2.15574, 4.14600, 0.31690], [-1.76173, 0.26821, 2.04944], [-0.92727, 3.41148, -1.89456], [2.49962, 0.55071, -2.39801], [2.92383, -1.64432, -1.25066], [-1.01776, -1.21195, -1.24448], [1.53957, -3.53539, 0.70295], [-0.26988, -2.79498, 0.77855], [1.05785, -2.19634, 1.70224]],
  "energy_ev": -12599.436,
  "s2": 2.042,
  "homo_lumo_gap_ev": [6.352, 7.331],
  "e_homo_ev": [-5.405, -9.027],
  "multiplicity": 3,
  "de_lowest_ev": 0.000
}

[2]
{
  "formula": "C12H10Br2O",
  "method": "the ωB97M-V functional and the def2-TZVPD basis",
  "species": ["C", "C", "C", "C", "C", "C", "C", "C", "C", "C", "C", "C", "O", "Br", "Br", "H", "H", "H", "H", "H", "H", "H", "H", "H", "H"],
  "coordinates": [[0.44885, 0.20061, 0.20047], [-0.64166, 0.06965, 0.68087], [4.08994, 1.54870, -1.20534], [4.07125, 0.44988, -0.25098], [3.01851, 2.31240, -1.34730], [2.85133, 0.09026, 0.24481], [1.79090, 1.92129, -0.84942], [1.68497, 0.73481, -0.17236], [-2.08138, -1.87851, 0.14682], [-2.99347, -2.89177, 0.84306], [-1.99588, -0.52907, 0.81827], [-3.12390, 0.42435, 0.25795], [-1.51144, -2.11833, -0.91653], [-3.15087, 0.42922, -1.64856], [-3.05571, 2.24989, 0.91756], [5.05089, 1.74941, -1.65846], [4.95025, 0.07487, 0.18485], [2.94988, 3.20834, -1.85900], [2.87966, -0.61034, 0.99510], [0.87423, 2.34624, -1.18106], [-3.15504, -3.76545, 0.30765], [-4.00262, -2.51157, 1.09004], [-2.56225, -3.10186, 1.80432], [-2.32236, -0.53448, 1.93458], [-4.06408, 0.13148, 0.66268]],
  "energy_ev": -154735.570,
  "homo_lumo_gap_ev": 8.981,
  "e_homo_ev": -8.722,
  "de_lowest_ev": 3.253
}

[3]
{
  "formula": "C12H10BrCl3O2Re",
  "method": "the ωB97M-V functional and the def2-TZVPD basis",
  "species": ["C", "C", "C", "H", "C", "C", "H", "H", "H", "H", "Re", "Br", "C", "C", "C", "H", "C", "C", "H", "H", "H", "H", "Cl", "C", "Cl", "Cl", "C", "O", "O"],
  "coordinates": [[1.24250, -0.45782, 1.76729], [0.17090, 0.00381, 2.64027], [-0.96840, -0.84289, 2.45211], [0.24303, 0.82131, 3.34138], [-0.61865, -1.82251, 1.45170], [0.73691, -1.58124, 1.02275], [1.34730, -2.27590, 0.47122], [2.29352, -0.19096, 1.83789], [-1.97515, -0.73703, 2.84392], [-1.28810, -2.63482, 1.18277], [-0.43928, 0.08721, 0.63650], [-1.09062, -0.39254, -1.65423], [1.42249, -0.68939, -3.19373], [2.13067, -1.80913, -2.67220], [3.17032, -1.32039, -1.83859], [1.94960, -2.84654, -2.92729], [3.08404, 0.10862, -1.82451], [2.00274, 0.48641, -2.64893], [1.68825, 1.50320, -2.87574], [0.63818, -0.73050, -3.94876], [3.94779, -1.91270, -1.37623], [3.78145, 0.77541, -1.32551], [-3.15338, 4.41779, 0.78266], [-3.79121, 2.79016, 1.04252], [-4.40272, 2.47167, 2.68415], [-5.09148, 2.47907, -0.11595], [-2.62466, 1.71581, 0.79967], [-1.35948, 2.01827, 0.90866], [-3.04657, 0.56562, 0.53622]],
  "energy_ev": -126437.516,
  "s2": 3.777,
  "homo_lumo_gap_ev": [7.862, 6.403],
  "e_homo_ev": [-8.128, -8.069],
  "multiplicity": 4
}

[4]
{
  "formula": "C12H10ClF5Rh",
  "method": "the ωB97M-V functional and the def2-TZVPD basis",
  "species": ["C", "C", "C", "H", "C", "C", "H", "H", "H", "H", "Rh", "Cl", "C", "C", "C", "H", "C", "C", "H", "H", "H", "H", "F", "C", "F", "C", "F", "F", "F"],
  "coordinates": [[-2.08260, -1.19435, -0.22566], [-1.45827, -1.36786, -1.49621], [-1.23339, -0.09798, -2.05371], [-1.22709, -2.33651, -1.95382], [-1.51643, 0.89957, -1.06420], [-2.15340, 0.22092, 0.04592], [-2.66964, 0.69010, 0.86513], [-2.45017, -1.97805, 0.42842], [-0.91371, 0.08973, -3.07147], [-1.40982, 1.97519, -1.14835], [-0.13327, -0.17953, 0.25462], [0.36155, -2.25866, 1.14698], [2.21308, -0.21845, 0.07896], [1.78707, 1.01699, -0.52853], [1.50838, 0.73221, -1.91538], [1.88887, 1.99024, -0.05097], [1.75139, -0.63495, -2.15694], [2.19625, -1.23711, -0.95828], [2.51981, -2.26957, -0.81554], [2.63898, -0.30167, 1.06482], [1.19878, 1.47631, -2.64709], [1.59769, -1.15534, -3.10457], [-0.87069, 2.26825, 1.62188], [-0.04920, 1.17754, 1.86874], [1.20866, 1.62929, 2.12179], [-0.56275, 0.44509, 3.13289], [-0.85551, 1.28874, 4.14831], [-1.69494, -0.26861, 2.86408], [0.41041, -0.40152, 3.54820]],
  "energy_ev": -41721.608,
  "s2": 6.036,
  "homo_lumo_gap_ev": [5.845, 6.249],
  "e_homo_ev": [-2.223, -4.083],
  "multiplicity": 5,
  "charge": -1
}

[5]
{
  "formula": "C12H10ClOP",
  "method": "the ωB97M-V functional and the def2-TZVPD basis",
  "species": ["C", "C", "C", "C", "C", "C", "C", "C", "C", "C", "C", "C", "O", "P", "Cl", "H", "H", "H", "H", "H", "H", "H", "H", "H", "H"],
  "coordinates": [[2.72939, -2.15883, 0.08056], [2.00924, -3.27452, -0.28877], [2.11419, -0.85904, 0.08865], [0.63274, -3.14002, -0.53232], [0.71796, -0.74818, 0.00283], [0.03420, -1.86670, -0.40583], [0.14555, 0.58404, -0.04551], [-1.16576, 0.79507, -0.24791], [0.52451, 2.75302, 1.02389], [-3.16556, 2.17595, -0.34225], [0.97408, 1.78276, 0.23317], [-1.86184, 2.18219, -0.49030], [-1.28054, -1.87648, -0.81392], [-2.30042, -0.61667, -0.65381], [-3.06527, -0.92146, 1.22033], [3.67615, -2.41194, 0.39595], [2.58690, -4.18099, -0.17674], [2.67301, 0.05060, 0.39478], [-0.16095, -3.86138, -0.77305], [1.17509, 3.52964, 1.32385], [-0.58494, 2.79346, 1.35317], [-3.54277, 3.21781, -0.40335], [-3.64718, 1.23303, -0.07048], [1.90895, 1.86766, -0.17184], [-1.12672, 2.95100, -0.70109]],
  "energy_ev": -36463.110,
  "homo_lumo_gap_ev": 8.488,
  "e_homo_ev": -8.469,
  "smiles": "C=CC1=C(C=C)P(Cl)Oc2ccccc21",
  "de_lowest_ev": 0.000
}

[6]
{
  "formula": "C12H10N4",
  "method": "the ωB97M-V functional and the def2-TZVPD basis",
  "species": ["C", "C", "N", "N", "C", "N", "N", "C", "C", "C", "H", "C", "C", "C", "C", "C", "C", "H", "H", "H", "H", "H", "H", "H", "H", "H"],
  "coordinates": [[2.95825, 2.55914, 0.00239], [2.25877, 1.23831, 0.00107], [3.02093, 0.18010, 0.00142], [2.39268, -0.98593, -0.00039], [2.91844, -2.23419, -0.00067], [1.95675, -3.11680, -0.00257], [0.78854, -2.48661, -0.00344], [1.01554, -1.18798, -0.00211], [0.17210, -0.03968, -0.00194], [0.84409, 1.16373, -0.00056], [0.30373, 2.09559, 0.00003], [-1.28616, -0.15902, -0.00186], [-1.88893, -1.42062, 0.00342], [-3.26527, -1.54424, 0.00530], [-4.07183, -0.41871, 0.00189], [-3.48776, 0.83768, -0.00409], [-2.11332, 0.96865, -0.00607], [-1.69380, 1.96260, -0.01122], [-4.10779, 1.72234, -0.00720], [-5.14731, -0.51645, 0.00368], [-3.71013, -2.52803, 0.00946], [-1.26312, -2.29901, 0.00593], [3.96619, -2.44478, 0.00048], [3.58897, 2.64284, -0.88028], [3.60502, 2.63284, 0.87413], [2.24542, 3.37822, 0.01316]],
  "energy_ev": -18565.657,
  "homo_lumo_gap_ev": 8.178,
  "e_homo_ev": -8.698,
  "smiles": "Cc1cc(-c2ccccc2)c2nncn2n1",
  "de_lowest_ev": 0.000
}

Please write out number 1 again, unchanged.
{
  "formula": "C12H10",
  "method": "the ωB97M-V functional and the def2-TZVPD basis",
  "species": ["C", "C", "C", "C", "C", "C", "C", "C", "C", "C", "C", "C", "H", "H", "H", "H", "H", "H", "H", "H", "H", "H"],
  "coordinates": [[-1.85117, 2.23673, 1.18091], [-1.66186, 3.18436, 0.12784], [-1.43451, 0.90833, 1.13017], [-0.97941, 2.78274, -1.01750], [1.67973, 0.15469, -1.91239], [1.93751, -1.12235, -1.18950], [-0.16790, -0.62485, -0.78012], [-0.76739, 0.58521, -0.00267], [-0.53973, 1.50263, -1.08057], [0.35914, 0.57403, -1.77247], [0.96656, -1.55265, -0.33003], [0.78530, -2.62409, 0.74355], [-2.53614, 2.45463, 2.10872], [-2.15574, 4.14600, 0.31690], [-1.76173, 0.26821, 2.04944], [-0.92727, 3.41148, -1.89456], [2.49962, 0.55071, -2.39801], [2.92383, -1.64432, -1.25066], [-1.01776, -1.21195, -1.24448], [1.53957, -3.53539, 0.70295], [-0.26988, -2.79498, 0.77855], [1.05785, -2.19634, 1.70224]],
  "energy_ev": -12599.436,
  "s2": 2.042,
  "homo_lumo_gap_ev": [6.352, 7.331],
  "e_homo_ev": [-5.405, -9.027],
  "multiplicity": 3,
  "de_lowest_ev": 0.000
}

Which formula does entry 1 have? C12H10